1.
Entry from the OMol25 dataset: C9H9F2NS in the gas phase in a non-equilibrium geometry (ωB97M-V/def2-TZVPD).

Geometry as XYZ:
```
22
Properties=species:S:1:pos:R:3:forces:R:3:nbo_charge:R:1
S -3.030 -0.501 -0.376 0.162 0.380 -0.260 0.50
F -0.419 -2.112 -0.945 -0.414 -0.571 0.800 -0.33
F -0.348 -1.889 1.330 -0.884 -0.060 -1.408 -0.35
N 1.182 0.912 0.567 0.775 -0.923 -0.793 -0.39
C 1.582 -0.434 -1.491 3.441 -0.919 2.167 -0.62
C 1.264 -0.428 0.049 -2.187 -0.389 -0.747 0.11
C -3.434 1.160 -0.188 -0.476 0.737 0.566 -0.40
C 2.265 -1.200 0.869 -3.552 -4.204 -1.047 -0.61
C -2.367 1.892 0.270 -0.365 -2.031 -1.121 -0.23
C -1.355 -0.204 -0.017 -2.629 0.569 0.074 -0.27
C 0.098 1.555 0.591 1.907 0.311 0.993 0.09
C -0.356 -1.240 0.091 4.783 1.334 0.773 0.65
C -1.203 1.125 0.293 -0.114 -2.043 -0.427 -0.13
H -2.294 2.882 0.539 -0.477 2.174 0.309 0.23
H 1.885 -1.443 1.896 -0.070 -0.289 -1.110 0.23
H 2.501 -2.142 0.219 -0.115 1.351 1.745 0.20
H 1.635 -1.533 -1.662 -0.310 1.037 -0.910 0.23
H 0.302 2.496 0.984 -0.535 2.132 0.552 0.19
H 2.597 0.043 -1.812 -1.563 -0.861 1.081 0.22
H -4.443 1.589 -0.361 0.802 -0.799 0.140 0.25
H 0.861 0.147 -1.942 -1.871 0.620 -1.519 0.21
H 3.076 -0.676 1.094 3.690 2.445 0.143 0.22
```
Positions in Å, forces in eV/Å.

Its structure (SMILES) is CC1(C)N=Cc2ccsc2C1(F)F. The value obtained for the energy relative to the best compared isomer or geometry (same formula, charge and spin) is 0.0 kJ/mol. The spin multiplicity is 1.



2.
Entry from the OMol25 dataset: a molecular structure, C30H43F4Sn in a non-equilibrium geometry (ωB97M-V/def2-TZVPD).

Geometry as XYZ:
```
78
Properties=species:S:1:pos:R:3:forces:R:3:mulliken_charge:R:1
Sn 0.404 -0.012 1.421 -0.011 -0.244 -0.553 0.54
F 0.150 -4.236 -4.897 0.113 0.759 -0.132 -0.35
F -5.083 2.539 -2.345 0.174 -0.629 -0.236 -0.36
F -4.663 -2.145 -1.679 0.117 0.583 -0.421 -0.37
F 1.918 -0.631 -7.448 -0.438 -0.338 0.451 -0.36
C 0.380 4.023 2.760 -0.050 -0.085 -0.189 -0.43
C 1.932 0.398 4.098 0.030 0.143 -0.074 -0.26
C -4.936 0.187 -2.016 -0.393 -0.022 0.277 -0.99
C -0.271 -0.608 -4.485 -0.134 0.538 0.069 0.91
C 0.965 -2.465 -6.256 0.086 -0.232 -0.021 -0.92
C -2.384 0.223 -3.328 0.792 0.345 -0.366 0.97
C 0.628 1.515 -2.084 1.874 -0.430 1.508 1.93
C 2.107 -0.557 6.452 0.010 -0.169 -0.077 -1.40
C -4.194 -0.970 -2.225 0.538 0.050 -0.303 0.46
C 0.082 3.140 1.547 0.022 0.122 -0.071 -0.54
C -0.684 1.838 1.843 -0.014 -0.632 -0.129 -1.33
C -4.406 1.358 -2.556 0.663 0.008 -0.168 0.59
C -3.201 1.397 -3.233 -0.587 0.058 0.459 -1.16
C 2.382 -0.781 4.967 -0.020 0.209 -0.125 -0.06
C -0.604 -1.781 2.192 0.110 0.481 0.008 -1.25
C -0.523 -4.290 2.634 0.244 0.164 -0.124 -0.43
C 0.254 -3.050 2.167 -0.144 -0.023 0.010 -0.10
C 0.580 -0.163 -5.544 0.247 -0.450 -0.286 -1.03
C -0.648 2.036 -1.523 -0.353 0.220 0.109 -0.44
C 0.629 -0.605 -0.740 -0.245 -0.227 1.731 -0.90
C 0.264 -2.880 -5.124 0.105 0.239 0.057 0.24
C -2.981 -0.999 -2.908 -0.572 -0.118 0.550 -0.77
C 2.226 0.220 2.593 -0.309 0.009 -0.403 -1.27
C 1.108 5.304 2.343 0.025 -0.078 0.165 -1.37
C 0.308 -5.569 2.566 -0.162 -0.011 0.045 -1.27
C 1.138 -1.086 -6.405 0.008 0.316 0.511 0.48
C 1.249 0.405 -1.597 -0.198 1.368 -1.099 -0.98
C -0.303 -2.004 -4.211 0.125 -0.266 -0.290 -0.45
C -1.039 0.392 -3.810 -1.240 -0.524 -1.006 -0.89
C 1.454 2.522 -2.855 0.096 -0.017 -0.157 -2.01
H -1.493 -1.885 1.554 0.069 -0.133 0.242 0.55
H -0.290 -6.418 2.908 0.125 -0.050 -0.034 0.39
H 1.177 6.000 3.182 0.053 0.015 -0.063 0.40
H 2.197 2.025 -3.490 -0.159 0.108 0.087 0.38
H 0.733 0.907 -5.695 -0.108 -0.349 -0.092 0.40
H 1.033 2.933 1.028 -0.199 0.114 0.082 0.33
H -1.419 -4.398 2.010 0.084 0.023 0.101 0.33
H 1.146 -2.925 2.804 -0.187 -0.010 -0.136 0.08
H 0.634 -5.776 1.541 -0.012 0.039 0.126 0.31
H -0.966 1.743 2.900 -0.076 0.235 -0.157 0.62
H 0.985 3.466 3.488 -0.093 0.071 -0.032 0.15
H -2.496 -1.954 -3.068 -0.195 0.234 0.213 0.34
H 3.457 -0.936 4.813 -0.102 -0.007 -0.009 0.36
H -1.591 1.757 1.230 0.095 0.159 0.333 0.55
H -1.221 2.594 -2.268 0.037 -0.264 0.101 0.31
H 0.585 5.811 1.524 0.043 -0.093 0.117 0.32
H 1.397 -3.173 -6.956 -0.070 0.104 0.139 0.44
H 2.436 1.315 4.449 -0.108 -0.275 0.035 0.36
H 0.857 0.578 4.276 0.208 -0.058 0.017 0.18
H -0.747 -2.385 -3.296 0.134 -0.011 -0.379 0.50
H 0.832 3.173 -3.482 0.049 -0.171 0.000 0.36
H 2.282 0.208 -1.905 -0.324 0.083 -0.064 0.21
H 2.706 1.113 2.172 0.154 -0.314 0.138 0.47
H -2.843 2.342 -3.640 -0.140 -0.242 0.144 0.48
H 1.195 -5.501 3.204 -0.062 0.002 -0.083 0.30
H 2.840 -0.664 2.376 0.120 0.304 0.194 0.55
H -5.865 0.185 -1.452 0.234 -0.014 -0.113 0.45
H 1.268 -1.489 -0.609 -0.332 0.063 -0.355 0.56
H -0.929 -1.533 3.210 -0.112 -0.261 -0.086 0.44
H -0.815 1.413 -4.153 -0.178 -0.426 0.084 0.38
H 2.553 -1.362 7.040 -0.060 0.060 0.079 0.41
H -0.566 4.280 3.252 0.102 -0.065 -0.001 0.39
H -0.516 3.744 0.845 0.234 -0.076 0.273 0.54
H 0.633 -3.237 1.149 -0.093 0.064 0.180 0.17
H -0.867 -4.125 3.663 -0.018 -0.012 -0.097 0.31
H 2.126 5.081 2.006 -0.122 0.034 -0.015 0.31
H -0.457 2.762 -0.722 0.180 -0.251 -0.266 -0.37
H 2.003 3.184 -2.163 -0.198 -0.123 -0.132 0.37
H -0.400 -0.898 -1.013 0.416 0.064 -0.090 0.24
H -1.276 1.241 -1.113 -0.022 0.179 -0.159 0.17
H 1.032 -0.546 6.660 0.089 0.054 -0.022 0.31
H 2.532 0.391 6.798 -0.035 -0.076 -0.048 0.32
H 1.882 -1.701 4.631 0.071 0.154 0.027 -0.07
```
Positions in Å, forces in eV/Å.

As for the charge: -1. The value obtained for the energy relative to the best compared isomer or geometry (same formula, charge and spin) is 72.9 kJ/mol. The spin multiplicity is 1.



3.
Entry from the OMol25 dataset: 6 unconnected molecules or ions with the total composition C19H33Cl2F3N2O22PS6 (ωB97M-V/def2-TZVPD).

Geometry as XYZ:
```
88
Properties=species:S:1:pos:R:3:forces:R:3:mulliken_charge:R:1
Cl 3.069 2.851 -1.615 0.017 0.061 -0.041 -0.17
Cl 3.511 4.171 1.190 0.092 -0.035 0.046 -0.15
S -2.037 1.986 -3.102 0.006 0.053 0.112 -0.10
S -7.364 5.572 6.822 -0.021 0.004 0.048 1.08
S 0.349 7.635 -0.041 0.244 0.274 0.170 0.93
S 4.594 -4.347 1.052 -0.026 -0.191 -0.163 1.07
S 4.544 -9.862 -1.540 0.037 0.028 0.044 1.08
S 1.222 -6.975 -3.592 0.079 -0.085 0.139 1.01
P 0.452 0.321 1.101 -0.014 0.026 0.056 0.37
F -4.035 4.701 2.028 -0.014 0.004 0.201 -0.25
F -5.194 4.616 0.200 -0.136 -0.045 0.004 -0.28
F -3.550 5.993 0.368 -0.002 -0.063 -0.049 -0.18
O -3.119 3.812 0.282 0.026 -0.156 -0.035 -0.27
O 5.740 -8.849 -1.803 0.080 -0.013 -0.071 -0.31
O -1.122 7.828 0.537 -0.039 -0.209 0.001 -0.29
O 2.169 -6.565 -2.614 -0.077 0.140 -0.047 -0.45
O -7.263 4.530 7.777 -0.024 0.017 -0.034 -0.52
O 3.071 -4.284 1.524 -0.063 -0.011 0.065 -0.35
O 4.331 -4.045 -0.484 -0.018 0.295 -0.019 -0.34
O 0.812 6.342 0.340 -0.293 -0.097 -0.107 -0.28
O -5.918 5.917 6.228 0.016 0.104 -0.032 -0.34
O 5.324 -3.271 1.618 0.019 -0.049 -0.047 -0.56
O 5.041 -5.688 1.187 0.098 -0.002 0.227 -0.50
O -7.961 4.947 5.475 -0.012 -0.093 0.000 -0.33
O 1.150 8.770 0.225 -0.040 -0.023 -0.065 -0.55
O -8.013 6.793 7.128 0.041 -0.028 0.007 -0.51
O -0.007 -6.271 -3.714 0.046 0.039 -0.041 -0.63
O 0.973 -8.525 -3.411 -0.142 -0.010 -0.008 -0.26
O -0.058 7.648 -1.584 0.025 -0.127 -0.058 -0.35
O 4.846 -10.117 -0.001 -0.062 0.049 0.045 -0.34
O 4.785 -11.036 -2.303 -0.011 0.010 -0.045 -0.58
O 3.295 -9.194 -1.650 0.027 -0.100 0.009 -0.43
O 1.909 -7.049 -5.021 -0.087 -0.033 -0.112 -0.33
O 0.031 -1.042 0.320 -0.121 0.141 0.234 -0.42
N -0.735 0.379 2.323 -0.293 0.368 -0.696 -0.63
N -1.566 1.711 -0.465 -0.044 0.115 0.163 0.36
C 1.789 3.045 -0.477 -0.193 -0.065 -0.190 -0.30
C 0.907 3.701 1.779 -0.013 0.006 0.026 -1.28
C -1.985 8.353 -0.489 -0.027 0.217 -0.066 -0.41
C 2.261 -3.682 0.502 0.036 0.100 -0.083 -0.15
C -0.314 1.579 -0.185 -0.218 0.126 0.004 -0.58
C -1.484 7.661 -1.742 -0.119 0.005 0.012 0.34
C 6.369 -8.460 -0.565 -0.059 0.125 0.140 0.04
C -7.087 5.184 4.368 0.042 0.118 -0.078 -0.31
C -0.622 3.645 -1.308 0.006 0.171 -0.020 -0.91
C 1.972 3.592 0.719 -0.072 0.063 0.351 0.61
C 2.333 -8.403 -5.287 0.132 -0.094 0.058 -0.20
C 2.924 -4.140 -0.781 -0.196 -0.107 -0.008 -0.19
C 1.258 -9.242 -4.624 0.004 -0.028 -0.095 -0.35
C -1.882 2.783 -1.454 0.049 0.063 -0.116 0.82
C 0.451 2.584 -0.989 0.045 -0.002 -0.246 0.39
C -5.707 5.215 5.001 0.010 -0.143 -0.042 -0.19
C -3.196 3.461 -1.108 0.037 0.029 0.051 -1.22
C -3.972 4.765 0.712 0.012 0.055 -0.120 0.75
C 6.177 -9.672 0.325 0.145 -0.060 -0.059 -0.41
H -1.428 2.984 -3.749 0.011 0.005 -0.128 0.23
H -7.213 4.378 3.649 -0.053 -0.047 0.065 0.28
H 6.213 -9.436 1.384 -0.126 -0.004 0.001 0.32
H 2.387 -8.539 -6.363 -0.047 0.094 -0.012 0.32
H -4.046 2.794 -1.285 0.081 0.050 0.072 0.54
H 3.313 -8.562 -4.835 -0.020 -0.020 0.026 0.20
H 1.245 -4.051 0.607 0.036 -0.075 0.068 0.29
H -1.866 9.435 -0.540 0.038 -0.007 -0.028 0.35
H -0.857 -1.376 0.509 0.083 -0.126 -0.137 0.30
H 1.592 -10.241 -4.359 0.039 0.040 0.103 0.32
H -1.671 0.085 2.051 0.029 -0.157 0.137 0.25
H 7.411 -8.231 -0.767 -0.006 -0.068 -0.088 0.30
H -3.010 8.101 -0.237 0.078 0.019 0.053 0.29
H -0.062 4.015 1.382 0.105 -0.093 0.014 0.11
H -4.977 5.763 4.410 -0.002 0.082 0.078 0.21
H 2.669 -5.169 -1.015 0.052 -0.034 -0.035 0.24
H 0.803 2.744 2.307 0.083 0.119 -0.011 0.26
H -2.310 1.170 -0.033 0.096 -0.091 -0.078 0.27
H 6.883 -10.471 0.093 0.004 0.012 -0.012 0.32
H -7.342 6.139 3.906 0.017 0.006 0.011 0.33
H -5.337 4.211 5.220 -0.019 -0.006 -0.020 0.30
H 1.202 4.438 2.525 -0.045 -0.020 -0.099 0.56
H -0.373 4.235 -2.191 -0.077 -0.173 0.003 0.57
H 5.863 -7.581 -0.166 -0.029 0.011 0.009 0.04
H -1.724 8.192 -2.659 0.076 0.040 0.006 0.38
H -3.320 4.345 -1.741 0.050 -0.075 0.057 0.37
H 0.350 -9.293 -5.226 0.005 0.009 -0.007 0.30
H -1.847 6.632 -1.802 0.007 0.014 0.011 -0.34
H 2.706 -3.505 -1.635 0.114 0.037 0.004 0.35
H -0.748 4.346 -0.478 0.051 -0.115 -0.035 -0.19
H -0.837 1.305 2.735 0.273 -0.230 0.333 0.34
H 0.621 2.067 -1.951 0.124 -0.128 0.203 0.76
H 2.283 -2.597 0.617 0.035 -0.006 0.016 0.15
```
Positions in Å, forces in eV/Å.

As for the charge: +1. The spin multiplicity is 1.



4.
Entry from the OMol25 dataset: a gas-phase ion, CNO4S (charge -1) in a non-equilibrium geometry (ωB97M-V/def2-TZVPD).

Geometry as XYZ:
```
7
Properties=species:S:1:pos:R:3:forces:R:3:nbo_charge:R:1
S -0.692 0.985 0.245 -0.548 -0.883 0.098 2.21
O -1.376 0.015 1.097 0.211 0.588 -0.135 -0.94
O -1.250 2.315 0.277 -0.153 0.449 0.112 -0.94
O 0.444 -1.672 -1.257 -0.832 -2.176 -2.050 -0.65
O 1.568 -1.122 0.632 1.086 -0.332 1.362 -0.65
N 0.395 0.600 -0.649 0.242 0.901 0.245 -1.03
C 0.912 -1.121 -0.345 -0.007 1.453 0.367 0.99
```
Positions in Å, forces in eV/Å.

Its structure (SMILES) is O=C([O-])N=S(=O)=O. As for the charge: -1. The value obtained for the energy relative to the best compared isomer or geometry (same formula, charge and spin) is 64.0 kJ/mol. The spin multiplicity is 1.



| no. | LUMO (eV) | electronic energy (eV) | Kohn-Sham gap (eV) |
| --- | --- | --- | --- |
| 1 | -0.02 | -27237.3588 | 9.0 |
| 2 | 2.40 | -48507.9409 | 5.1 |
| 3 | -4.61 | -175750.5908 | 7.6 |
| 4 | 3.80 | -21552.8252 | 9.1 |